A 2-piece molecular cluster, C5H9NO2S overall. Source: the OMol25 dataset; level of theory: ωB97M-V/def2-TZVPD.

Each line ends with the natural charge from an NBO analysis.
Cartesian coordinates (Å):
C -2.145378 0.226355 -0.204261  0.84
C 0.849597 -0.668737 0.390715  -0.22
C 0.230723 -1.362888 1.559131  -0.68
C 0.710703 -1.327118 -1.077024  -0.66
C -0.577893 2.226174 -0.484867  -0.45
N -1.258870 0.976010 -0.496364  -0.55
O -2.811383 -0.709724 -0.031600  -0.54
O 2.228585 1.132163 -0.632542  -0.97
S 1.812907 0.612912 0.664433  1.11
H 0.819359 -1.169094 2.501785  0.23
H 0.112662 -2.439778 1.408253  0.23
H -0.714930 -0.880378 1.758788  0.24
H 0.542891 -2.338827 -0.713189  0.22
H 1.624112 -1.199009 -1.772797  0.26
H -0.179378 -0.720365 -1.375901  0.25
H -0.574084 2.541687 0.605708  0.21
H 0.433330 2.082223 -1.031247  0.27
H -1.102949 3.018398 -1.069027  0.21

Forces on atoms 1 to 6 (eV/Å):
C 2.08 1.13 -0.85
C 1.77 -0.84 -1.05
C 0.67 0.57 1.04
C 0.67 2.08 2.28
C 0.52 0.94 -0.15
N -1.43 -0.36 -0.20

Relative energy (zero: lowest compared OMol25 entry of this formula, charge and spin) (kcal/mol): 63.9



C5H9NO3 as an isolated structure. Source: the OMol25 dataset; level of theory: ωB97M-V/def2-TZVPD.

Each line ends with the natural charge from an NBO analysis.
Cartesian coordinates (Å):
C 1.077894 -1.182565 1.145130  -0.71
C -2.384240 -0.056686 0.911073  -0.64
C -0.755750 1.313825 -0.519752  0.51
C 0.294830 -0.964717 -0.133831  0.78
C -1.149184 0.429891 0.260925  -0.23
N 2.396638 0.531812 -1.040155  -0.52
O 1.104907 -0.022187 -1.068439  -0.56
O -0.622009 2.262933 -1.388982  -0.63
O -0.253973 -1.848706 -0.764630  -0.59
H -0.386493 1.892964 -2.256526  0.52
H 2.745755 0.493312 -1.994242  0.35
H 2.270491 1.510765 -0.778788  0.33
H 1.605135 -0.297739 1.495949  0.23
H 1.777756 -1.998651 0.972801  0.25
H 0.385452 -1.481628 1.932027  0.22
H -2.292255 -0.016703 1.998602  0.23
H -3.256864 0.526169 0.617142  0.22
H -2.558090 -1.092088 0.611695  0.25

Forces on atoms 1 to 6 (eV/Å):
C -0.85 0.31 0.52
C 0.01 -0.30 0.31
C -1.80 -1.10 0.87
C 2.77 -1.58 -1.10
C 0.39 1.60 -1.15
N 0.46 -0.23 1.62

Relative energy (zero: lowest compared OMol25 entry of this formula, charge and spin) (kcal/mol): 167.5



A single C5H9NO4 molecule. Source: the OMol25 dataset; level of theory: ωB97M-V/def2-TZVPD.

Each line ends with the natural charge from an NBO analysis.
Cartesian coordinates (Å):
C 2.277452 5.477253 -1.149877  -0.64
C 1.197907 4.635040 -1.755082  -0.01
C 0.936330 4.764520 -3.072631  -0.17
C -0.204273 4.047749 -3.778499  -0.10
O -0.252878 4.423949 -5.126602  -0.72
C 0.355350 3.784733 -0.745686  -0.12
O 0.732419 2.457586 -0.624912  -0.46
N 0.386201 1.532345 0.757332  0.72
O 1.414237 0.944338 0.985311  -0.26
O -0.747544 1.444917 1.109147  -0.27
H 2.314946 5.292594 -0.081252  0.21
H 3.269964 5.295649 -1.578291  0.23
H 2.052246 6.541105 -1.287302  0.22
H 1.483268 5.534354 -3.680827  0.22
H -0.009743 2.970257 -3.746262  0.18
H -1.174410 4.318534 -3.338640  0.17
H -0.956892 3.952494 -5.598138  0.47
H 0.443645 4.380922 0.195222  0.18
H -0.695913 3.883381 -1.110485  0.16

Forces on atoms 1 to 6 (eV/Å):
C 0.32 0.29 0.21
C -0.05 -0.58 -0.84
C -0.57 0.25 0.51
C 0.28 -0.25 0.19
O 0.14 0.51 -1.23
C -1.44 2.27 -0.38

Relative energy (zero: lowest compared OMol25 entry of this formula, charge and spin) (kcal/mol): 173.7



C5H9NO4 as an isolated structure. Source: the OMol25 dataset; level of theory: ωB97M-V/def2-TZVPD.

Each line ends with the natural charge from an NBO analysis.
Cartesian coordinates (Å):
O -1.362082 0.839993 -2.715926  -0.52
C -1.899749 0.225759 -1.823084  0.67
N -0.865829 0.141717 0.091144  -0.89
C 0.367549 0.843464 0.259269  -0.08
C 0.749369 1.344961 1.659929  -0.06
O 2.060839 0.759812 1.560902  -0.52
C 1.750340 0.109297 0.332398  -0.02
C 1.711840 -1.389987 0.457676  0.41
O 1.547040 -2.122153 -0.490757  -0.50
H -2.917501 0.437610 -1.447730  0.16
H -1.322929 -0.123079 0.957814  0.37
H 0.413168 1.644427 -0.486964  0.21
H 0.786828 2.433095 1.798006  0.19
H 0.156644 0.878998 2.462564  0.17
H 2.447512 0.371681 -0.479409  0.21
H 1.746760 -1.786242 1.497189  0.11
H -1.064125 -1.144524 -0.404421  0.48
O -1.722531 -1.566063 -1.752855  -0.85
H -2.583141 -1.898765 -1.475743  0.46

Forces on atoms 1 to 6 (eV/Å):
O -0.76 -2.32 3.24
C 0.10 0.08 -2.75
N -1.54 -4.00 -1.45
C 0.36 -0.19 -0.27
C -0.15 0.08 0.09
O 0.06 0.16 0.31

Relative energy (zero: lowest compared OMol25 entry of this formula, charge and spin) (kcal/mol): 146.3



The records above yield LUMO values of 0.22, 0.40, -0.62, 0.51 eV, respectively.
The records above yield F_max values of 3.152, 3.376, 2.720, 4.522 eV/Å, respectively.
The records above yield E values of -21748.889, -12957.441, -15004.713, -15005.902 eV, respectively.